59
Properties=species:S:1:pos:R:3 method="wB97M-V/def2-TZVPD" multiplicity=5 s_squared=6.03 total_energy_ha=-2239.1674 total_charge=-1
Fe 2.113 2.026 2.878
N -1.263 -1.317 -1.892
C -1.374 -3.125 -5.175
C 3.498 0.980 3.729
C 3.140 1.188 1.398
C 0.731 3.322 2.168
C -2.162 -3.266 -0.541
C -2.352 -1.833 -1.061
C 0.240 2.391 3.221
C -0.472 0.761 -3.120
C -0.679 1.223 3.242
C 0.826 -3.301 -4.146
C -1.588 0.107 -2.311
C 2.164 0.259 1.926
C 2.048 3.588 4.119
C 0.365 -2.555 -3.084
C 1.007 2.661 4.422
C 3.974 1.651 2.508
C -1.850 -2.406 -4.051
C -0.935 -2.127 -3.051
C 1.889 4.003 2.713
C 2.389 0.116 3.348
C -1.884 1.041 -1.110
C -2.001 1.286 2.457
C -0.042 -3.549 -5.216
B 0.311 -1.478 -1.271
H 1.852 -3.658 -4.114
H -2.350 1.977 -1.487
H 0.313 3.447 1.161
H -2.194 -4.009 -1.345
H 0.476 0.879 -2.574
H -2.698 0.586 2.941
H 0.789 2.143 5.348
H -3.274 -1.773 -1.667
H -0.098 0.362 2.978
H 1.471 -0.335 1.340
H -0.256 0.220 -4.041
H 1.877 -0.591 3.995
H 0.786 -0.372 -1.322
H 1.000 -2.230 -2.235
H -0.870 0.917 4.319
H -1.240 -3.405 0.038
H -2.464 2.276 2.521
H -2.506 0.023 -2.941
H -2.609 0.633 -0.388
H 3.921 1.055 4.732
H 3.267 1.422 0.342
H 2.483 4.776 2.227
H -2.056 -3.340 -6.006
H -2.892 -2.047 -3.995
H -0.976 1.345 -0.541
H -1.980 1.019 1.376
H -2.450 -1.160 -0.191
H 0.347 -4.071 -6.082
H 2.791 3.966 4.820
H 0.400 -2.297 -0.440
H -0.769 1.780 -3.417
H 4.832 2.323 2.431
H -3.012 -3.506 0.117

=====

68
Properties=species:S:1:pos:R:3 method="wB97M-V/def2-TZVPD" total_energy_ha=-1728.0895 total_charge=+1
O 0.714 -4.007 -1.056
O -0.304 -2.871 0.829
O 3.178 -1.130 6.438
O 3.956 -2.491 1.221
O -7.109 1.126 -2.332
O -5.335 -2.793 -0.424
O 1.231 -2.133 5.040
O -2.950 -1.946 -0.608
O -4.675 1.986 -2.548
O 5.870 -1.546 2.599
N 1.484 -1.768 -0.403
C 3.664 -2.234 2.498
C -1.497 3.124 -2.554
C -0.243 4.305 -0.670
C -0.703 4.363 -2.139
C 1.448 -1.294 -1.847
C -6.405 -0.896 -1.359
C 1.262 -0.489 0.419
C 2.106 0.065 -1.740
C -4.766 0.883 -2.044
C 2.461 -2.421 3.046
C -6.169 0.316 -1.892
C -3.877 -1.109 -1.062
C 1.823 1.966 0.017
C -5.282 -1.679 -0.919
C -1.580 -3.544 0.885
C 3.459 -1.446 5.193
C 2.277 -2.031 4.433
C 1.302 0.669 -0.587
C 4.846 -1.650 3.253
C -3.636 0.096 -1.592
C 4.669 -1.274 4.629
C 1.273 4.399 -0.497
C 1.922 3.107 -1.007
B 0.519 -2.970 -0.210
H -6.660 1.928 -2.668
H -0.561 3.348 -0.238
H 2.125 0.627 -2.669
H 3.137 -0.067 -1.388
H -2.044 -3.560 -0.098
H -1.297 5.262 -2.302
H 1.628 -2.850 2.507
H -0.746 5.075 -0.085
H 2.081 -0.411 1.131
H 0.331 -0.594 0.965
H 2.242 -1.363 6.597
H -3.469 -2.726 -0.302
H 4.916 -2.275 1.141
H 0.170 4.457 -2.790
H -2.199 -2.975 1.571
H 1.130 2.262 0.810
H 1.872 -2.039 -2.512
H 1.374 2.798 -1.903
H 0.279 0.848 -0.940
H -0.817 2.301 -2.797
H -2.643 0.508 -1.704
H 0.093 -4.241 -1.756
H 0.388 -1.153 -2.070
H 2.441 -2.086 -0.209
H -2.158 2.799 -1.751
H 1.510 4.542 0.560
H 2.790 1.786 0.498
H -7.399 -1.304 -1.251
H 2.952 3.275 -1.323
H 5.510 -0.860 5.168
H 1.669 5.262 -1.035
H -1.445 -4.558 1.254
H -2.131 3.300 -3.421

=====

81
Properties=species:S:1:pos:R:3 method="wB97M-V/def2-TZVPD" total_energy_ha=-2990.5947 total_charge=+1
F 3.756 -7.209 3.810
F 0.897 0.838 6.341
F 1.053 -1.259 6.784
F -0.228 -0.598 5.194
F -0.094 8.277 -2.510
F -2.776 -4.008 -3.555
F 3.383 -6.262 5.721
F -1.870 9.488 -2.726
F -1.494 7.878 -4.114
F -2.754 -2.247 -2.294
F -0.972 -2.852 -3.347
F 2.489 -8.174 5.269
O 2.059 -0.962 3.707
O -2.903 7.639 -1.055
O -4.007 -2.006 -4.845
O 4.008 1.723 -0.972
O 3.223 -0.054 5.390
O -1.813 6.037 -2.201
O 0.555 -6.826 3.963
O -1.942 -1.196 -5.236
O 1.920 -5.040 3.844
N -0.328 1.950 -1.662
N -1.544 1.611 -2.030
N -2.082 -1.067 0.340
N 3.357 -0.842 -0.361
C -3.871 4.780 -1.802
C -2.711 -1.891 -4.639
C 1.780 1.897 -0.414
C 2.715 -0.241 -1.531
C -2.152 7.294 -1.913
C 0.398 1.432 -0.692
C -2.297 -2.774 -3.452
C 4.427 -0.129 4.594
C 0.948 -0.375 5.788
C -4.561 -1.223 -5.928
C 1.607 -6.296 4.148
C 0.874 -4.258 3.248
C -0.173 0.404 0.036
C 2.130 -0.501 4.813
C -4.247 -1.833 -7.277
C -1.411 0.005 -0.312
C 4.447 0.956 3.543
C -2.085 0.627 -1.375
C 2.829 -7.002 4.754
C -0.144 -3.810 4.274
C -2.433 5.022 -1.396
C 2.751 1.297 -1.452
C -1.394 8.259 -2.836
H 0.376 -0.056 0.838
H -3.176 -1.842 -7.470
H -1.618 -1.920 0.025
H 4.335 1.938 4.004
H -3.070 0.299 -1.657
H -4.296 3.957 -1.227
H -1.893 -1.040 1.339
H 3.298 -0.515 -2.408
H 2.060 1.527 0.562
H 1.359 -3.386 2.813
H 0.346 -3.272 5.084
H -3.930 4.540 -2.864
H 5.381 0.934 2.983
H 2.583 1.740 -2.436
H 1.843 2.979 -0.434
H 0.408 -4.815 2.433
H 3.368 -1.844 -0.495
H 0.091 2.704 -2.200
H 1.707 -0.638 -1.697
H 5.255 -0.001 5.287
H -2.348 5.278 -0.340
H -4.481 5.665 -1.634
H -4.595 -2.865 -7.317
H 4.519 -1.123 4.157
H -5.635 -1.217 -5.761
H 3.624 0.831 2.839
H -0.659 -4.660 4.720
H -4.733 -1.265 -8.068
H 4.691 1.420 -1.578
H -0.889 -3.160 3.816
H 2.820 -0.602 0.462
H -1.850 4.120 -1.563
H -4.210 -0.194 -5.855